{"formula": "C13H16Cl27O4", "method": "ωB97M-V/def2-TZVPD", "symbols": ["C", "C", "O", "C", "O", "C", "O", "O", "H", "H", "H", "H", "H", "H", "H", "C", "Cl", "Cl", "Cl", "H", "C", "Cl", "Cl", "Cl", "H", "C", "Cl", "Cl", "Cl", "H", "C", "Cl", "Cl", "Cl", "H", "C", "Cl", "Cl", "Cl", "H", "C", "Cl", "Cl", "Cl", "H", "C", "Cl", "Cl", "Cl", "H", "C", "Cl", "Cl", "Cl", "H", "C", "Cl", "Cl", "Cl", "H"], "xyz": [[3.24470, 0.34416, 2.24424], [2.18688, 1.02031, 1.37533], [1.78346, 0.18004, 0.31357], [0.99661, 1.40588, 2.21537], [0.36636, 0.26622, 2.73287], [-0.52864, -0.30960, 1.80864], [-1.18215, 0.45368, 1.06758], [-0.56990, -1.55557, 1.84736], [3.80287, 1.11380, 2.76636], [2.75175, -0.33234, 2.92869], [3.92404, -0.18311, 1.59275], [2.60820, 1.94573, 0.97103], [1.98102, 0.50721, -0.55776], [1.38934, 1.96860, 3.05871], [0.32194, 2.09079, 1.71089], [1.97409, 0.36555, -4.05079], [1.77083, -1.29621, -3.49776], [0.43184, 0.96467, -4.65840], [2.57434, 1.36648, -2.72394], [2.69380, 0.39409, -4.85676], [1.65422, -2.93394, 1.04990], [3.21881, -2.38378, 0.44878], [0.93220, -4.09298, -0.08209], [1.82052, -3.65547, 2.64958], [0.99315, -2.07135, 1.13302], [0.42719, 5.42114, 2.43452], [1.72992, 6.61690, 2.34607], [0.44206, 4.37212, 1.01527], [0.55088, 4.49888, 3.92911], [-0.51603, 5.94920, 2.44014], [-3.90284, 0.72075, -0.21028], [-4.51087, 0.58786, -1.87528], [-4.17330, 2.35764, 0.41154], [-4.66407, -0.46207, 0.83894], [-2.83204, 0.52731, -0.20195], [5.60402, -4.44351, -2.03930], [5.23282, -6.07282, -1.46783], [4.16043, -3.65779, -2.66595], [6.33117, -3.48249, -0.75167], [6.32164, -4.52374, -2.84337], [-1.80197, -6.91311, 0.34663], [-1.21787, -8.57327, 0.17979], [-1.72974, -6.06714, -1.19497], [-3.44182, -6.89379, 0.99765], [-1.15468, -6.39542, 1.04287], [-3.49921, 0.85211, -6.21438], [-2.17118, 1.88128, -6.77171], [-3.78863, -0.45746, -7.36499], [-3.17475, 0.20713, -4.61099], [-4.39380, 1.45771, -6.16350], [-3.07115, 4.69892, -2.36438], [-1.55875, 5.19675, -1.61323], [-4.26009, 6.00657, -2.30828], [-2.78996, 4.18721, -4.03000], [-3.46618, 3.85782, -1.80941], [-2.01113, 0.58980, 5.91584], [-1.20993, 2.14400, 5.64760], [-3.30799, 0.38123, 4.74612], [-0.85685, -0.73516, 5.81254], [-2.43559, 0.59269, 6.90971]], "homo_energy_ev": -5.32, "total_charge": -1, "orbital_gap_ev": 7.282}

=====

{"formula": "C6H20N2O2", "method": "ωB97M-V/def2-TZVPD", "symbols": ["C", "C", "C", "N", "C", "C", "C", "N", "H", "H", "H", "H", "H", "H", "H", "H", "H", "H", "H", "H", "H", "H", "H", "H", "O", "H", "H", "O", "H", "H"], "xyz": [[-1.35904, -1.63513, -1.63296], [-2.02148, -0.62520, -0.67810], [-2.18112, 0.73431, -1.35659], [-1.33340, -0.44740, 0.60541], [0.11948, -0.29129, 0.58528], [0.73661, -0.83667, 1.84604], [2.20596, -0.45994, 2.06413], [0.54203, -2.27710, 1.86602], [-0.69177, -2.26762, -1.08161], [-0.73373, -1.14237, -2.38739], [-2.10893, -2.15979, -2.19748], [-3.00939, -0.96022, -0.43346], [-2.79497, 0.62529, -2.25694], [-1.23812, 1.19467, -1.64576], [-2.69448, 1.44147, -0.70045], [-1.55755, -1.22733, 1.20929], [0.59019, -0.79744, -0.27372], [0.32846, 0.77523, 0.47487], [0.19799, -0.46112, 2.70186], [2.87725, -0.95973, 1.36440], [2.35257, 0.62440, 2.00113], [2.45865, -0.75215, 3.07196], [1.10951, -2.70401, 1.14577], [0.73041, -2.64318, 2.78646], [2.96270, 1.44866, -2.65774], [3.78756, 1.73595, -2.25271], [3.19282, 0.54874, -2.91697], [-0.76018, 3.55929, 0.05897], [-0.85577, 2.67220, 0.42843], [-0.16498, 4.10609, 0.56367]], "homo_energy_ev": -8.51, "smiles": "CC(C)NC[C@H](C)N.O.O", "orbital_gap_ev": 9.130, "e_above_lowest_kcal_mol": 19.3}

=====

{"formula": "C26H60Cl3FeN12SSi", "method": "ωB97M-V/def2-TZVPD", "symbols": ["Fe", "C", "N", "C", "C", "N", "C", "C", "N", "C", "C", "N", "C", "N", "C", "C", "N", "C", "C", "C", "C", "N", "C", "N", "C", "C", "N", "C", "C", "N", "C", "C", "H", "H", "H", "H", "H", "H", "H", "H", "H", "H", "H", "H", "H", "H", "H", "H", "H", "H", "H", "H", "H", "H", "H", "H", "H", "H", "H", "H", "H", "H", "H", "H", "H", "H", "H", "H", "H", "H", "H", "H", "H", "H", "H", "H", "H", "H", "H", "H", "C", "C", "N", "C", "S", "N", "C", "C", "H", "H", "H", "H", "H", "H", "H", "H", "H", "H", "H", "H", "Cl", "Si", "Cl", "Cl"], "xyz": [[-11.50485, -16.17405, -9.92887], [-13.58917, -18.13150, -5.88373], [-13.39721, -16.71699, -6.11895], [-14.11040, -15.73293, -5.30853], [-12.74972, -16.21863, -7.22311], [-12.86683, -16.62273, -8.49427], [-13.72053, -17.74696, -8.92438], [-13.69788, -18.01248, -10.43280], [-12.38553, -17.89945, -11.17444], [-12.49486, -17.31800, -12.55467], [-12.86532, -15.77596, -12.55700], [-12.19843, -15.06164, -11.53365], [-12.49461, -13.77302, -11.34898], [-13.60994, -13.18968, -11.89423], [-14.94679, -13.65247, -11.70297], [-13.52220, -12.10101, -12.81105], [-11.58837, -12.93076, -10.72738], [-11.95275, -11.59541, -10.32104], [-10.22140, -13.29989, -10.69034], [-11.51574, -19.04783, -11.07781], [-10.05478, -18.72950, -10.74243], [-9.80615, -17.41095, -10.12931], [-8.69690, -17.42097, -9.40827], [-8.57659, -18.14863, -8.25470], [-9.80646, -18.54983, -7.57150], [-7.37701, -18.81316, -7.90070], [-7.57431, -16.75142, -9.84587], [-7.39420, -16.55042, -11.36477], [-6.71118, -15.97664, -8.92339], [-12.07882, -14.98723, -7.01692], [-12.22388, -13.87993, -7.91978], [-11.51686, -14.81831, -5.71874], [-13.17707, -18.30203, -4.89093], [-14.67401, -18.41275, -5.80678], [-13.04601, -18.74970, -6.66902], [-13.90321, -15.59790, -4.23518], [-13.99310, -14.73206, -5.78680], [-15.17247, -16.01893, -5.39260], [-13.54016, -18.62506, -8.29464], [-14.79873, -17.46908, -8.77005], [-13.94454, -19.06395, -10.60949], [-14.47239, -17.42528, -10.90453], [-11.49455, -17.51612, -13.00371], [-13.26059, -17.82469, -13.15059], [-12.69837, -15.42201, -13.59291], [-13.94055, -15.57520, -12.52150], [-14.98510, -14.61257, -11.11230], [-15.44908, -12.88909, -11.18450], [-15.47718, -13.93329, -12.64335], [-12.58363, -12.14747, -13.38697], [-14.25563, -12.27460, -13.58847], [-13.72430, -11.09545, -12.40916], [-12.10608, -10.98344, -11.24466], [-12.82057, -11.57886, -9.70315], [-11.01877, -11.32318, -9.82764], [-9.76949, -12.95372, -11.62646], [-9.80759, -12.81427, -9.84391], [-10.11168, -14.37046, -10.59860], [-11.93778, -19.71924, -10.36216], [-11.51547, -19.64947, -12.09941], [-9.59376, -19.55887, -10.12588], [-9.48380, -18.68732, -11.69637], [-10.57570, -17.98492, -8.04601], [-9.93191, -19.64531, -7.76298], [-9.76271, -18.36264, -6.49006], [-6.65612, -18.70007, -8.73509], [-6.98153, -18.43745, -6.99179], [-7.49903, -19.91448, -7.89087], [-6.45453, -16.08597, -11.66207], [-7.24461, -17.51718, -11.81467], [-8.33307, -16.08847, -11.71513], [-7.25002, -15.87862, -7.97865], [-5.71322, -16.40224, -8.73904], [-6.60694, -14.95362, -9.29732], [-13.18126, -13.33017, -7.85824], [-12.16052, -14.27710, -8.96212], [-11.31661, -13.19428, -7.79407], [-11.99828, -14.13932, -5.05863], [-11.37391, -15.76280, -5.15590], [-10.49522, -14.37679, -5.87502], [-14.94255, -7.70754, -4.49628], [-16.18426, -8.36546, -5.06695], [-15.86976, -9.03705, -6.29749], [-16.30763, -10.25733, -6.68185], [-15.77652, -10.96297, -8.09168], [-17.26135, -10.89137, -5.88257], [-18.61702, -10.86595, -6.51808], [-19.10929, -12.06763, -7.34014], [-14.49020, -8.47233, -3.82620], [-15.28095, -6.87424, -3.84103], [-14.23363, -7.31814, -5.20493], [-16.96904, -7.64349, -5.21597], [-16.55549, -9.07186, -4.30051], [-15.18206, -8.57916, -6.96216], [-16.98888, -11.84140, -5.88931], [-18.65317, -9.93188, -7.15085], [-19.26942, -10.59080, -5.70530], [-18.51227, -12.05506, -8.23818], [-20.19403, -11.87773, -7.51100], [-19.11567, -13.03553, -6.80717], [-8.60008, -12.84987, -4.36575], [-9.51558, -11.61950, -5.82192], [-9.93715, -9.85178, -4.85556], [-8.20542, -11.03197, -7.43194]], "homo_energy_ev": [-11.88, -11.88], "multiplicity": 6, "s2": 8.763, "total_charge": 2, "orbital_gap_ev": [7.819, 5.226]}

=====

{"formula": "C16H21GeN3OOsS2", "method": "ωB97M-V/def2-TZVPD", "symbols": ["Os", "S", "C", "C", "N", "C", "S", "C", "N", "O", "C", "C", "C", "C", "C", "C", "C", "C", "N", "H", "H", "H", "H", "H", "H", "H", "H", "H", "H", "H", "C", "Ge", "C", "C", "C", "H", "H", "H", "H", "H", "H", "H", "H", "H", "H"], "xyz": [[0.09010, -0.01273, 0.83029], [2.29653, -0.23122, 1.24795], [2.90429, 1.35881, 0.85270], [4.23710, 1.66193, 1.27068], [5.30460, 1.88368, 1.63767], [2.15130, 2.23170, 0.14306], [0.57104, 1.78486, -0.43005], [2.64191, 3.52008, -0.23834], [3.00840, 4.56591, -0.54527], [-2.05184, 0.15031, 0.06521], [-2.77054, -0.92411, -0.55657], [-3.17134, -2.01837, 0.41743], [-2.00928, -2.57752, 1.24871], [-0.88229, -3.08703, 0.39757], [-0.77006, -4.42928, 0.06535], [0.27031, -4.84674, -0.74651], [1.17282, -3.90642, -1.21468], [1.00184, -2.58633, -0.84654], [-0.00144, -2.18001, -0.05743], [-2.60509, 0.61992, 0.70015], [-2.09557, -1.30166, -1.32212], [-3.64978, -0.51579, -1.05710], [-3.63197, -2.81805, -0.17026], [-3.93978, -1.64692, 1.10086], [-2.37638, -3.37540, 1.89487], [-1.62681, -1.79441, 1.91026], [-1.49272, -5.13494, 0.45264], [0.37690, -5.89138, -1.00747], [2.00199, -4.18193, -1.85003], [1.68298, -1.81505, -1.17954], [-1.24416, 1.12475, 5.32856], [0.16318, 0.51717, 4.10528], [0.35148, -1.42925, 4.26608], [1.85310, 1.35698, 4.61321], [-0.37119, 1.02229, 2.28762], [-1.03364, 0.78860, 6.34483], [-2.22213, 0.74070, 5.03560], [-1.29130, 2.21443, 5.33358], [0.75586, -1.67551, 5.24935], [1.04412, -1.81353, 3.51483], [-0.60756, -1.93935, 4.15849], [2.04184, 1.15590, 5.66920], [1.81386, 2.43660, 4.46852], [2.68226, 0.96114, 4.02907], [-0.83519, 2.01992, 2.22591]], "homo_energy_ev": -7.28, "orbital_gap_ev": 6.813, "e_above_lowest_kcal_mol": 10.3}

=====

What E values result from the calculations? In sequence: -360037.80103; -13621.34283; -136470.77961; -104102.84629 eV.
What maximum force values result from the calculations? In sequence: 0.0292; 0.0260; 0.0761; 0.0097 Eh/bohr.